74
Properties=species:S:1:pos:R:3:forces:R:3 method="wB97M-V/def2-TZVPD" charge=0 e_above_lowest_ev=4.567 homo_lumo_gap_ha=0.30427 spin_multiplicity=1 e_homo_ev=-9.80
C 1.7966 -7.6476 2.4141 -0.2 -4.2 1.9
C 2.0577 -6.2839 2.2676 -0.7 1.5 -4.8
O 3.4174 -6.1343 2.3332 0.6 1.5 -1.1
C 3.8798 -7.0908 3.1146 3.6 -1.2 2.5
O 5.0227 -7.0606 3.6053 -4.2 -0.7 -1.6
O 2.8750 -8.0232 3.2775 2.1 -0.3 0.4
F 1.4840 -5.5940 3.1748 -1.7 2.8 3.7
H 1.8082 -8.2320 1.4941 0.0 0.0 0.1
H 0.9130 -7.8147 3.0301 -0.3 -0.1 -0.6
H 1.5813 -5.9987 1.3296 0.9 0.8 -0.6
C 4.8804 -4.5448 -2.3938 -0.2 0.5 2.8
C 5.7156 -4.7132 -3.6315 -0.2 -2.0 1.0
O 4.7917 -5.2552 -4.4840 -1.8 0.0 -2.2
C 3.4892 -5.1554 -4.0319 -0.9 1.3 0.6
O 2.4698 -5.1837 -4.6564 1.7 -0.7 0.3
O 3.5235 -4.8339 -2.6949 0.2 0.1 -1.8
F 6.6168 -5.7488 -3.4130 0.4 0.9 0.0
H 4.9745 -3.5610 -1.9340 -0.2 0.2 -0.2
H 5.0619 -5.2618 -1.5931 1.1 0.0 -0.2
H 6.2273 -3.8383 -4.0323 0.0 -0.2 0.0
C 2.1472 0.0099 1.6062 -1.1 0.1 0.1
C 1.9229 0.7340 2.7658 0.9 0.7 0.8
C 0.9662 1.7196 2.9103 -1.6 -1.1 -1.1
C 0.0092 1.8671 1.8859 0.9 0.3 -1.2
C 0.2152 1.1642 0.6149 0.2 0.0 1.3
C 1.2643 0.2138 0.5472 -0.5 0.8 -0.2
C -0.6486 1.4549 -0.6137 0.2 -0.4 -1.1
O -0.5632 0.8822 -1.7158 0.2 0.9 2.6
C -1.5798 2.6152 -0.4540 -2.5 1.3 1.7
C -2.4630 3.0196 -1.4818 1.8 0.9 0.8
C -3.2128 4.2104 -1.3221 -0.3 -1.5 -0.7
C -3.2652 4.9064 -0.1387 -0.3 0.1 0.3
C -2.5300 4.4864 0.9527 0.7 -0.5 -0.9
C -1.7846 3.3125 0.8268 1.2 -0.2 -1.3
C -1.0688 2.8982 2.0365 -1.2 0.7 3.9
O -1.4370 3.3613 3.1883 1.9 -1.9 -4.2
H 2.9025 -0.7595 1.5437 0.1 0.1 0.0
H 2.5169 0.6847 3.6664 0.6 -0.7 -0.2
H 0.8720 2.1939 3.8760 -0.2 0.4 -0.2
H 1.3977 -0.3351 -0.3733 -0.1 0.0 -0.1
H -2.3152 2.5052 -2.4199 -0.5 0.1 -0.2
H -3.8339 4.5205 -2.1494 0.0 0.1 -0.1
H -3.9339 5.7422 0.0053 0.1 0.3 -0.4
H -2.3658 5.1446 1.7931 -0.5 -0.4 0.4
C 3.2990 0.9159 -4.8500 0.6 1.2 -0.7
Br 4.5703 0.6429 -3.3588 -0.9 0.0 -1.1
Br 4.2367 0.6552 -6.6947 -1.1 0.2 2.1
Br 2.4949 2.7506 -4.7426 0.7 -1.2 -0.1
H 2.4141 0.2834 -4.7786 0.6 -0.3 -0.1
C 2.6499 -3.7438 8.2297 -2.1 -0.1 1.9
Br 2.8474 -3.7249 10.2985 0.5 -0.3 -1.9
Br 1.0863 -2.4637 8.0528 1.3 -0.8 -0.6
Br 2.0828 -5.5408 7.6500 0.6 1.2 0.2
H 3.5454 -3.3945 7.7159 -0.3 -0.1 0.3
C -9.6520 9.8536 -4.4635 -0.8 -1.6 -1.0
Br -10.2682 10.5035 -2.7912 0.5 0.0 0.1
Br -11.3120 9.0251 -5.3780 1.4 0.8 0.4
Br -8.2563 8.4169 -4.4425 -0.9 1.1 0.3
H -9.2692 10.6544 -5.0962 -0.2 -0.2 0.2
C -9.3524 5.3300 0.6897 -0.6 1.0 0.9
Br -9.0993 7.2545 1.1658 -0.5 -0.7 -0.6
Br -11.1544 4.9346 -0.1612 1.9 0.4 0.7
Br -9.1074 4.4074 2.3980 -0.2 -0.2 -0.9
H -8.4862 5.1611 0.0499 -0.7 -0.5 -0.1
C 9.7009 -2.6441 6.0252 0.2 0.4 1.2
Br 8.9787 -3.6863 7.5562 0.5 0.4 -0.9
Br 11.4100 -1.7607 6.5844 -1.1 -0.5 -0.4
Br 8.3228 -1.3630 5.4917 0.8 -0.5 0.0
H 9.9723 -3.3094 5.2056 -0.3 0.2 0.2
C -7.3713 2.4040 -8.2879 -0.3 0.4 0.4
Br -7.7854 3.8726 -9.6203 0.3 -1.6 1.0
Br -8.5659 0.8736 -8.2328 0.0 0.5 -0.5
Br -7.3300 3.1812 -6.4928 0.1 0.0 -0.5
H -6.4007 1.9346 -8.4486 -0.1 0.7 -0.4